1.
C42H118O17 | wB97M-V/def2-TZVPD

Bonds (Å) are listed after each position.
Atoms and positions in Å:
1 C 22.3623 -3.5597 6.1875  C2 1.579, H5 1.090, H6 1.090, H7 1.090
2 C 22.8796 -3.1508 4.7529  C1 1.579, C3 1.540, O4 1.449, H8 1.090
3 C 24.3357 -2.6786 4.9219  C2 1.540, H9 1.090, H10 1.090, H11 1.090
4 O 22.7864 -4.3105 3.8893  C2 1.449, H12 0.960
5 H 22.6323 -2.7902 6.9108  C1 1.090
6 H 22.9443 -4.4315 6.4866  C1 1.090
7 H 21.3327 -3.9173 6.1906  C1 1.090
8 H 22.2382 -2.3761 4.3327  C2 1.090
9 H 24.3640 -1.6644 5.3201  C3 1.090
10 H 24.9180 -2.5545 4.0088  C3 1.090
11 H 24.9864 -3.3341 5.5006  C3 1.090
12 H 21.9564 -4.7574 4.0713  O4 0.960
13 C 20.9711 -11.3836 9.6195  C14 1.502, H17 1.090, H18 1.090, H19 1.090
14 C 20.2257 -10.2176 10.2032  C13 1.502, C15 1.520, O16 1.394, H20 1.090
15 C 20.5397 -10.0413 11.6798  C14 1.520, H21 1.090, H22 1.090, H23 1.090
16 O 20.7018 -9.1132 9.4985  C14 1.394, H24 0.960
17 H 20.7997 -11.6306 8.5718  C13 1.090
18 H 20.6340 -12.2778 10.1437  C13 1.090
19 H 22.0560 -11.3186 9.7019  C13 1.090
20 H 19.1848 -10.3376 9.9028  C14 1.090
21 H 19.9103 -9.2587 12.1034  C15 1.090
22 H 21.5640 -9.6783 11.7649  C15 1.090
23 H 20.4382 -10.9604 12.2568  C15 1.090
24 H 20.5433 -9.2297 8.5588  O16 0.960
25 C 15.8620 -8.7322 11.6250  C26 1.536, H29 1.090, H30 1.090, H31 1.090
26 C 16.0301 -8.0934 10.2389  C25 1.536, C27 1.526, O28 1.338, H32 1.090
27 C 17.1042 -7.0381 9.9933  C26 1.526, H33 1.090, H34 1.090, H35 1.090
28 O 16.2836 -9.0686 9.3579  C26 1.338, H36 0.960
29 H 16.5276 -8.1904 12.2970  C25 1.090
30 H 16.1982 -9.7688 11.6469  C25 1.090
31 H 14.8180 -8.7564 11.9373  C25 1.090
32 H 15.0556 -7.6776 9.9829  C26 1.090
33 H 17.4201 -6.8615 8.9651  C27 1.090
34 H 17.9443 -7.2193 10.6637  C27 1.090
35 H 16.6149 -6.0832 10.1853  C27 1.090
36 H 16.7980 -8.6758 8.6490  O28 0.960
37 C 26.0113 -0.8698 8.4735  C38 1.495, H41 1.090, H42 1.090, H43 1.090
38 C 24.5281 -0.7050 8.5660  C37 1.495, C39 1.528, O40 1.345, H44 1.090
39 C 23.8592 -1.6464 9.5668  C38 1.528, H45 1.090, H46 1.090, H47 1.090
40 O 24.2404 0.5101 9.0653  C38 1.345, H48 0.960
41 H 26.5994 -0.5259 9.3244  C37 1.090
42 H 26.6041 -0.2945 7.7624  C37 1.090
43 H 26.2713 -1.9264 8.4091  C37 1.090
44 H 24.1056 -0.7291 7.5615  C38 1.090
45 H 22.7726 -1.6733 9.4855  C39 1.090
46 H 24.0249 -1.4060 10.6169  C39 1.090
47 H 24.1477 -2.6800 9.3755  C39 1.090
48 H 24.6792 1.1297 8.4779  O40 0.960
49 C 13.6319 -3.3642 12.6446  C50 1.531, H53 1.090, H54 1.090, H55 1.090
50 C 14.0443 -4.5401 13.5336  C49 1.531, C51 1.552, O52 1.423, H56 1.090
51 C 14.9518 -5.6673 12.9724  C50 1.552, H57 1.090, H58 1.090, H59 1.090
52 O 14.7701 -4.0594 14.6591  C50 1.423, H60 0.960
53 H 14.4478 -3.1861 11.9441  C49 1.090
54 H 13.3095 -2.4736 13.1840  C49 1.090
55 H 12.6994 -3.7218 12.2081  C49 1.090
56 H 13.1677 -5.0638 13.9147  C50 1.090
57 H 16.0110 -5.4923 13.1612  C51 1.090
58 H 14.8050 -5.8008 11.9006  C51 1.090
59 H 14.5868 -6.6070 13.3869  C51 1.090
60 H 15.3861 -3.3952 14.3414  O52 0.960
61 C 20.2839 0.9618 14.3590  C62 1.557, H65 1.090, H66 1.090, H67 1.090
62 C 18.7965 0.7179 14.7499  C61 1.557, C63 1.512, O64 1.420, H68 1.090
63 C 18.2522 1.8963 15.5247  C62 1.512, H69 1.090, H70 1.090, H71 1.090
64 O 17.8944 0.4696 13.6818  C62 1.420, H72 0.960
65 H 20.7430 0.1944 13.7358  C61 1.090
66 H 20.7715 1.0690 15.3280  C61 1.090
67 H 20.4279 1.8983 13.8202  C61 1.090
68 H 18.6733 -0.1821 15.3523  C62 1.090
69 H 18.9294 2.2563 16.2992  C63 1.090
70 H 17.2669 1.6247 15.9036  C63 1.090
71 H 18.1192 2.6935 14.7934  C63 1.090
72 H 18.2304 0.8146 12.8513  O64 0.960
73 C 26.6577 -3.3559 12.4312  C74 1.517, H77 1.090, H78 1.090, H79 1.090
74 C 26.4956 -4.8428 12.6813  C73 1.517, C75 1.531, O76 1.455, H80 1.090
75 C 25.4036 -5.1173 13.7184  C74 1.531, H81 1.090, H82 1.090, H83 1.090
76 O 26.1729 -5.4565 11.4019  C74 1.455, H84 0.960
77 H 26.9327 -2.9656 13.4111  C73 1.090
78 H 25.6717 -2.9718 12.1694  C73 1.090
79 H 27.3426 -3.0244 11.6507  C73 1.090
80 H 27.3577 -5.3370 13.1292  C74 1.090
81 H 25.7277 -4.4813 14.5422  C75 1.090
82 H 25.3882 -6.1541 14.0545  C75 1.090
83 H 24.3909 -4.8527 13.4141  C75 1.090
84 H 25.3002 -5.8537 11.3539  O76 0.960
85 C 20.4107 -5.8156 15.3536  C86 1.517, H89 1.090, H90 1.090, H91 1.090
86 C 20.6977 -6.4300 13.9965  C85 1.517, C87 1.544, O88 1.408, H92 1.090
87 C 19.4269 -6.5232 13.1246  C86 1.544, H93 1.090, H94 1.090, H95 1.090
88 O 21.7296 -5.6729 13.4097  C86 1.408, H96 0.960
89 H 20.0901 -4.7845 15.2051  C85 1.090
90 H 21.2553 -5.8514 16.0417  C85 1.090
91 H 19.6609 -6.4533 15.8218  C85 1.090
92 H 20.9920 -7.4663 14.1624  C86 1.090
93 H 18.6306 -7.0233 13.6760  C87 1.090
94 H 19.6998 -7.0437 12.2066  C87 1.090
95 H 18.9411 -5.5672 12.9293  C87 1.090
96 H 21.4166 -4.7700 13.5011  O88 0.960
97 C 19.0524 -0.5339 10.2943  C98 1.554, H101 1.090, H102 1.090, H103 1.090
98 C 18.0007 0.6027 10.1624  C97 1.554, C99 1.592, O100 1.454, H104 1.090
99 C 16.4959 0.2172 10.5134  C98 1.592, H105 1.090, H106 1.090, H107 1.090
100 O 18.4042 1.7006 11.0266  C98 1.454, H108 0.960
101 H 19.9742 -0.2570 9.7827  C97 1.090
102 H 18.6596 -1.3028 9.6291  C97 1.090
103 H 19.1129 -0.7999 11.3496  C97 1.090
104 H 18.0969 1.0133 9.1573  C98 1.090
105 H 16.3699 -0.0978 11.5493  C99 1.090
106 H 16.2532 -0.6948 9.9680  C99 1.090
107 H 15.7855 1.0314 10.3701  C99 1.090
108 H 17.7689 2.4124 10.9199  O100 0.960
109 C 17.1303 -2.3507 4.6538  C110 1.568, H113 1.090, H114 1.090, H115 1.090
110 C 18.5076 -2.9169 5.1440  C109 1.568, C111 1.548, O112 1.379, H116 1.090
111 C 19.0286 -2.1845 6.4044  C110 1.548, H117 1.090, H118 1.090, H119 1.090
112 O 18.2378 -4.2413 5.4197  C110 1.379, H120 0.960
113 H 17.0709 -1.2630 4.6940  C109 1.090
114 H 16.1955 -2.6572 5.1231  C109 1.090
115 H 17.0182 -2.6924 3.6249  C109 1.090
116 H 19.1943 -2.8529 4.2999  C110 1.090
117 H 18.6842 -1.1681 6.5952  C111 1.090
118 H 20.1182 -2.1898 6.3779  C111 1.090
119 H 18.8995 -2.7606 7.3207  C111 1.090
120 H 17.2936 -4.3885 5.3275  O112 0.960
121 C 24.5788 2.1044 13.6730  C122 1.548, H124 1.090, H125 1.090, H126 1.090
122 C 23.8759 1.4132 12.4800  C121 1.548, O123 1.390, H127 1.090, H128 1.090
123 O 24.3496 1.9363 11.2829  C122 1.390, H129 0.960
124 H 24.9560 3.0603 13.3096  C121 1.090
125 H 25.4033 1.4844 14.0249  C121 1.090
126 H 23.9464 2.1867 14.5570  C121 1.090
127 H 22.7915 1.3324 12.5554  C122 1.090
128 H 24.1671 0.3678 12.5830  C122 1.090
129 H 24.0929 1.4123 10.5205  O123 0.960
130 C 23.5296 -6.6653 9.4117  C131 1.519, H133 1.090, H134 1.090, H135 1.090
131 C 23.1371 -7.3753 10.6957  C130 1.519, O132 1.393, H136 1.090, H137 1.090
132 O 23.8100 -6.9133 11.8241  C131 1.393, H138 0.960
133 H 24.6031 -6.6598 9.2229  C130 1.090
134 H 23.1879 -5.6561 9.1820  C130 1.090
135 H 23.1735 -7.2690 8.5769  C130 1.090
136 H 23.4228 -8.4250 10.6276  C131 1.090
137 H 22.0896 -7.2707 10.9786  C131 1.090
138 H 23.1020 -6.6468 12.4151  O132 0.960
139 C 23.2506 -2.9456 15.8093  C140 1.592, H142 1.090, H143 1.090, H144 1.090
140 C 23.6081 -1.8570 14.7047  C139 1.592, O141 1.440, H145 1.090, H146 1.090
141 O 22.6549 -2.0795 13.6481  C140 1.440, H147 0.960
142 H 23.9707 -2.8985 16.6262  C139 1.090
143 H 23.1935 -3.9652 15.4282  C139 1.090
144 H 22.2363 -2.7386 16.1507  C139 1.090
145 H 24.5891 -2.1110 14.3031  C140 1.090
146 H 23.5546 -0.8736 15.1717  C140 1.090
147 H 22.9746 -1.6387 12.8575  O141 0.960
148 C 14.9525 -4.1626 7.2771  C149 1.473, H151 1.090, H152 1.090, H153 1.090
149 C 14.9159 -5.3674 6.4300  C148 1.473, O150 1.420, H154 1.090, H155 1.090
150 O 15.7737 -5.2368 5.3062  C149 1.420, H156 0.960
151 H 14.0949 -4.1988 7.9489  C148 1.090
152 H 14.6380 -3.2547 6.7625  C148 1.090
153 H 15.8998 -4.0896 7.8115  C148 1.090
154 H 13.9151 -5.5670 6.0469  C149 1.090
155 H 15.0719 -6.2656 7.0276  C149 1.090
156 H 15.6388 -6.0327 4.7868  O150 0.960
157 C 18.4952 -8.2118 5.7417  C158 1.486, H160 1.090, H161 1.090, H162 1.090
158 C 19.4798 -7.7075 6.7340  C157 1.486, O159 1.419, H163 1.090, H164 1.090
159 O 20.5877 -8.5856 6.8505  C158 1.419, H165 0.960
160 H 18.9747 -8.4502 4.7923  C157 1.090
161 H 17.6993 -7.4716 5.6597  C157 1.090
162 H 18.0203 -9.1276 6.0937  C157 1.090
163 H 19.0870 -7.6227 7.7472  C158 1.090
164 H 19.9968 -6.7845 6.4714  C158 1.090
165 H 20.9345 -8.8503 5.9954  O159 0.960
166 C 17.5484 -2.6952 12.8952  O167 1.421, H168 1.090, H169 1.090, H170 1.090
167 O 16.8231 -2.1491 13.9885  C166 1.421, H171 0.960
168 H 18.6152 -2.5031 12.7799  C166 1.090
169 H 17.4363 -3.7781 12.9471  C166 1.090
170 H 17.0544 -2.4228 11.9626  C166 1.090
171 H 17.0444 -1.2176 14.0590  O167 0.960
172 C 20.5754 -3.9325 10.2233  O173 1.428, H174 1.090, H175 1.090, H176 1.090
173 O 21.3585 -3.0665 11.0447  C172 1.428, H177 0.960
174 H 21.2500 -4.2047 9.4116  C172 1.090
175 H 20.3711 -4.8220 10.8193  C172 1.090
176 H 19.5960 -3.5866 9.8928  C172 1.090
177 H 22.1278 -3.5790 11.3037  O173 0.960

**E_HOMO**: -9.40 eV
**Molar mass**: 895.4 g mol⁻¹
**Relative energy (zero: lowest compared OMol25 entry of this formula, charge and spin)**: 37.0 kcal per mole
**Orbital gap**: 9.600 eV
**DFT total energy**: -80269.26843 eV

---

2.
C7H14O2Si | wB97M-V/def2-TZVPD

Bonds (Å) are listed after each position.
Atoms and positions in Å:
1 C -0.7850 0.4038 -1.8019  Si2 1.957, H8 1.121, H9 1.117, H10 1.155
2 Si -0.6175 0.6840 0.1274  C1 1.957, C3 1.960, C4 1.902, C5 1.965
3 C -1.5728 2.3084 0.6669  Si2 1.960, H11 1.004, H12 1.120, H13 1.092
4 C -1.1051 -0.8948 1.0689  Si2 1.902, H14 1.016, H15 1.106, H16 1.073
5 C 1.2639 0.8020 0.6815  Si2 1.965, C6 1.278, H17 1.177
6 C 1.8732 1.9198 0.5704  C5 1.278, O7 1.177
7 O 2.4352 2.9036 0.2512  C6 1.177
8 H -0.1468 0.9074 -2.5736  C1 1.121
9 H -0.8393 -0.6307 -2.2187  C1 1.117
10 H -1.8077 0.8559 -2.0904  C1 1.155
11 H -1.3036 3.2311 0.3772  C3 1.004
12 H -2.5932 2.0197 0.3076  C3 1.120
13 H -1.4947 2.3022 1.7563  C3 1.092
14 H -1.4760 -0.8685 2.0143  C4 1.016
15 H -2.0280 -1.1447 0.5122  C4 1.106
16 H -0.2949 -1.5879 0.9441  C4 1.073
17 H 1.5780 0.1719 1.6253  C5 1.177
18 C 2.3149 -1.5623 -0.9463  C19 1.512, H21 1.086, H22 1.010, H23 1.136
19 C 3.1605 -0.4474 -0.3723  C18 1.512, O20 1.237, H24 1.079
20 O 3.8691 -0.6269 0.6256  C19 1.237
21 H 1.2560 -1.3274 -1.0036  C18 1.086
22 H 2.5477 -2.4627 -0.5514  C18 1.010
23 H 2.3863 -1.5314 -2.0800  C18 1.136
24 H 3.3231 0.4074 -1.0106  C19 1.079

**Structure (SMILES)**: C[Si](C)(C)C=C=O.CC=O
**E_HOMO**: -9.10 eV
**Molar mass**: 158.3 g mol⁻¹
**Relative energy (zero: lowest compared OMol25 entry of this formula, charge and spin)**: 85.4 kcal per mole
**Orbital gap**: 9.735 eV
**DFT total energy**: -19456.68198 eV